This record from the Open Molecules 2025 dataset describes a 2-piece molecular cluster, C9H22N3 overall. The level of theory is wB97M-V/def2-TZVPD.

Properties
E, eV: -14149.6961
Net charge: +1
E_HOMO, eV: -13.007

Element x y z (Å)
H 3.9484 -1.3459 0.4845
C -1.9587 0.6839 0.5543
N -0.6032 0.2759 0.5507
H -2.4371 2.6240 -0.4172
H 1.2374 1.5025 0.3255
H -2.1908 0.8323 2.6532
H 1.5135 1.9158 -1.9734
H -3.8348 -0.0627 -0.3218
C -2.2092 1.5583 1.8325
C 2.8804 -1.3185 0.1536
H -2.5693 -1.2430 -0.3234
N 2.1332 -0.1719 0.5395
H 1.1440 -2.6848 0.7567
N -0.2021 -0.3822 1.4385
C 1.6855 0.7169 -0.2805
C 2.3558 -2.6042 0.7785
H -0.9046 -0.7910 2.0736
H 2.3569 0.1798 1.5144
H 2.7278 -1.5382 -0.9032
H 2.7988 0.6486 -2.1496
C -2.0386 1.6481 -0.6227
H -3.3479 -0.8397 1.4049
H 0.6908 -0.0152 -3.5574
H -0.9236 1.7863 -0.7589
C 0.7128 -0.0799 -2.4715
H 2.4798 -2.5752 1.8265
H -1.5047 2.2494 1.9764
C -2.9567 -0.4353 0.3403
H -3.2978 1.9389 2.0306
C 1.7585 0.8031 -1.8033
H 0.6522 -1.1724 -2.1623
H 2.5725 -3.6119 0.3033
H -2.4109 1.2168 -1.5508
H -0.2580 0.2915 -2.2416

This record from the Open Molecules 2025 dataset describes C46H46HgN7O4P3 as an isolated structure. The level of theory is wB97M-V/def2-TZVPD.

Properties
2S+1: 2
E, eV: -99107.6211
Net charge: +1
E_HOMO (spin up / spin down), eV: -7.552 / -10.102

Element x y z (Å)
H 4.0921 -0.6799 -4.5460
C -1.7527 -3.4770 -3.3238
H -1.3445 -4.8336 0.3210
C 2.9188 1.2498 -1.4410
N -1.9754 1.9319 2.2739
H -4.2488 3.9322 -2.4494
H 2.3480 -4.5890 -2.0785
C 3.6925 -0.5792 -0.2439
N -2.7551 2.5645 -1.9391
C -3.2410 -1.0506 1.5203
H -0.2425 -0.4973 -3.9018
C -2.2645 -1.4158 2.4405
H 1.3501 3.2830 -3.2448
N -2.8830 3.9508 2.3271
H 2.4785 -2.5642 5.7298
H 5.7720 -0.6636 0.2678
C -2.6346 -1.7241 3.7489
H -1.8799 -1.9984 4.4769
H 4.3854 2.7570 -1.9306
H -2.7600 4.0550 -3.4113
H -2.9211 1.2032 4.0444
H -4.0361 3.7275 4.1137
C 1.9699 -2.5497 -2.6749
C -2.0452 3.0970 1.6647
O 2.3303 -2.1751 0.9105
C -3.1626 3.8775 -2.4150
H 0.0337 -4.7217 -1.5230
C 2.7138 -3.7240 -2.6152
C -2.7859 2.0296 3.3650
C 1.8512 1.8409 -2.1633
H -1.7721 -3.2010 -0.0988
C 1.1505 0.4523 4.9546
C -2.5584 0.3978 -1.8039
H -2.6390 -0.6665 -1.9503
H 3.4100 3.8432 1.6363
H 5.4127 -2.7728 -4.4276
C 1.1770 -2.1831 4.0721
C 2.1409 2.0171 1.4799
C -3.1963 5.3288 1.9882
H -3.3842 -2.4079 -6.0906
C 3.9507 -3.8017 -3.2452
C -0.9322 -3.8286 0.2217
O 4.3474 -2.8309 0.3177
H 2.0001 5.4422 -0.5994
P -1.2016 3.5582 0.1222
H -5.9800 -1.2760 3.4947
C 0.4362 -1.2278 3.3844
H 2.0049 5.9509 1.1053
H -1.8067 -0.5216 -5.8036
H 5.0361 -2.5289 -0.2920
H -3.3600 -4.2866 -4.4861
P -0.5371 -1.5837 1.9022
H 1.1362 -4.0242 -0.3540
N 2.6474 0.0709 -0.7709
Hg 0.2759 -0.3120 -0.1539
C -1.7926 -1.3522 -5.1097
C -0.8960 -1.3495 -4.0543
C 4.9866 -0.1133 -0.2320
C 2.4776 -1.4565 -3.3796
C 1.9028 -1.8182 5.1981
N -1.7276 0.9410 -0.8677
C 0.4807 3.0381 0.5581
C 1.4831 5.3599 0.3562
H -2.7875 4.6429 -1.7426
H 6.2450 1.5698 -0.8091
H 0.4703 5.7367 0.2480
H -1.7532 -4.3145 -2.6385
H -5.3290 -0.7183 1.1748
C -2.6798 -2.4092 -5.2691
C 1.8897 -0.5037 5.6399
H -4.2496 -1.9111 5.1430
C 4.2240 1.8122 -1.4309
C -0.4218 -3.3915 1.6073
C 4.4491 -2.7105 -3.9389
C -3.9683 -1.6719 4.1257
H 2.4559 -0.2239 6.5187
C 0.1747 -3.8752 -0.8483
H 1.1396 1.4794 5.2964
C 5.2468 1.1547 -0.8237
C -2.6657 -3.4648 -4.3705
H 1.2020 -3.2112 3.7379
C -0.8571 -2.4239 -3.1629
H 1.9200 -0.5294 -3.4066
O 2.1204 3.0725 -2.7006
H 0.6199 -3.6869 1.7244
P 0.3735 -2.3449 -1.8268
C 0.4276 0.0954 3.8280
C -3.2018 1.3914 -2.4772
C -3.3525 3.2741 3.4167
O 0.7261 1.3399 -2.3353
C -4.5755 -1.0063 1.8966
H -4.0026 5.6681 2.6328
C 3.3791 -1.9087 0.3762
N 0.8889 1.8487 0.9661
H -2.9527 -0.7677 0.5170
C -1.8578 2.2528 -0.9601
H -3.5224 5.4041 0.9529
N 1.4517 3.9695 0.7840
H -1.0046 -3.8738 2.3949
C -4.9398 -1.3160 3.1987
C 2.5044 3.3258 1.3711
H -0.1464 0.8372 3.2827
C 3.7062 -1.5374 -4.0103
H 2.7092 1.1912 1.8746
H 4.5193 -4.7212 -3.1935
H -2.3312 5.9734 2.1383
H -3.9210 1.3679 -3.2774

This record from the Open Molecules 2025 dataset describes C25H51F6MgN3O9S4 as an isolated structure. The level of theory is wB97M-V/def2-TZVPD.

Properties
E, eV: -114736.8433
E_HOMO, eV: -8.040

Element x y z (Å)
C 4.4902 25.2306 36.4423
Mg 7.3055 28.6618 35.4769
H 10.8161 27.2042 32.1585
O 3.8665 27.1100 34.8408
H 3.3292 29.7230 35.7916
S 8.9156 27.8319 38.7113
C 7.4626 27.6247 39.8770
C 3.9673 28.7667 38.3246
H 11.3464 27.9014 33.6319
O 8.2325 28.0024 37.3168
F 4.2396 31.1678 32.9204
C -0.3102 23.1243 35.5978
C 5.5115 31.5234 32.5168
S 0.2047 28.8349 28.9818
F 5.5320 24.6370 37.2080
H 5.1467 20.8062 36.0836
H 4.7482 27.4067 32.8990
H 7.8750 19.1951 37.5422
H 2.5740 26.3649 32.4886
H 9.7205 31.2653 30.6973
H 7.4488 31.1321 30.1207
H 11.6838 26.1472 33.3294
C -0.4002 30.9667 34.5904
C 5.3758 21.0834 37.1126
O 6.1603 27.0025 35.4117
C 7.8199 30.3728 30.8091
H 4.1113 28.7658 33.5372
H 7.4056 29.4978 30.3084
F 5.8561 32.5492 33.2180
C 3.9191 27.6929 33.5461
H -0.5984 26.7933 28.2669
H 3.2932 28.3911 37.5547
O 7.5312 21.7453 37.9951
H 7.0889 19.2145 35.9655
C 0.4287 27.1533 28.3268
F 3.7048 25.6452 37.4769
H 9.8278 29.5257 40.2813
H 0.9829 24.6724 36.4304
C -0.8791 29.6450 34.4157
H 4.6384 27.9675 38.6390
H 0.2155 27.7239 31.1616
O 6.6607 29.6436 33.8778
C 7.5827 19.8373 36.7114
S 4.9260 30.1784 37.6535
H 5.0619 22.1224 37.2122
C -0.5108 28.2513 30.5432
S 9.3655 26.5298 33.9496
H 3.3358 29.1752 39.1135
C 6.8391 20.9528 37.3540
F 5.3779 32.0648 31.2634
H 5.8717 29.4916 31.9954
H -1.4152 27.6619 30.3928
C 4.9489 26.2830 35.2136
C 2.5620 27.3910 32.8563
O 6.1280 29.6517 36.8820
N -1.2681 22.4112 35.6457
H 6.9579 26.6682 39.7416
H 2.5614 28.0613 31.9968
C 6.0045 23.6334 40.1763
H 4.0307 31.3189 35.5865
C 4.7274 24.3746 40.1700
H 9.5827 29.9506 29.5749
H 9.8264 29.4494 31.0890
H -0.7674 29.1079 31.1665
H 6.3154 23.3328 41.1768
H -1.9528 29.7311 34.2485
H 1.6562 27.5014 33.4525
H 6.8947 28.5547 39.9028
H 5.1360 25.6013 34.3839
H 1.0314 26.4330 28.8799
H 8.7271 30.2160 39.0879
C 9.3076 30.2631 30.5823
N 3.7235 24.9479 40.2211
O 1.6017 29.2623 29.4490
H 1.7708 23.4368 35.4407
C 6.3604 30.1983 32.6661
H -0.3577 29.1799 33.5791
H 6.8158 24.1344 39.6482
H 4.8337 20.4347 37.8007
H 8.5579 20.0746 36.2863
H 8.5244 27.2336 32.0176
H -0.7689 28.9796 35.2720
C 0.8703 24.0413 35.5489
H 0.7619 24.6088 34.6246
C 9.5496 29.5145 39.2275
H 7.3109 26.0380 32.6218
C 3.6420 30.6196 36.3267
H 8.8700 25.4279 31.8823
H 2.7794 30.9998 36.8741
O 7.6236 30.5596 32.1826
H 7.7980 27.5724 40.9128
H 0.8213 27.1422 27.3100
H 10.3470 29.7508 38.5229
F 3.8706 24.1687 35.8695
N 0.0813 32.0157 34.6933
O 8.8771 27.7814 34.6578
C 10.9756 26.9671 33.2104
C 8.3637 26.2320 32.4164
H 5.7428 22.7337 39.6193

The records above give, respectively, energy relative to the best compared isomer or geometry (same formula, charge and spin) values of 2.854 0.049 2.543 eV.